Molecular formula: C44H132O44
Method: DFT, wB97M-V/def2-TZVPD

Geometry (Å):
H1 -1.2226 1.9885 -3.1612
C1 5.2388 -1.9193 0.8219
O1 -3.3518 5.1734 -0.1627
H2 0.1885 -3.3963 1.2155
O2 3.0385 -2.2259 1.5996
H3 4.3167 2.2112 -0.5976
H4 6.5414 -3.2852 0.3506
H5 -4.3421 6.0040 -2.3539
O3 5.3307 -1.7785 -2.5874
H6 -0.9258 0.7813 2.4525
H7 0.6481 1.2247 2.1532
H8 2.5216 1.7483 4.4338
H9 2.8336 2.9163 -2.7777
C2 7.1961 1.2453 -0.3843
O4 2.0073 8.0128 0.3886
C3 0.2009 -0.7565 1.1555
H10 2.2263 1.4348 0.5198
H11 6.7540 2.1845 -2.1312
C4 -4.4620 -4.2693 -2.6389
H12 2.5420 -3.4687 5.9397
H13 -5.0196 -2.1166 4.8035
O5 -7.2360 4.6688 -0.8385
H14 7.2632 -0.9428 -2.4177
H15 -5.5004 -4.3122 -2.9676
H16 -5.3724 0.5372 -0.5222
O6 -4.5623 -4.1904 -1.2337
H17 -0.5394 -2.6225 -5.3446
H18 -1.5525 0.4030 6.3473
C5 1.9065 2.3480 -2.7020
C6 4.0466 -2.8734 0.7822
H19 -5.5517 4.3226 -1.7272
H20 1.2923 -4.0541 0.1236
H21 -1.3750 1.2265 0.1839
H22 -3.7986 -4.5066 4.8931
H23 -2.9091 -1.2904 -4.7894
H24 6.6556 0.9310 0.5085
O7 1.1076 -0.7787 0.0773
H25 0.2313 2.9423 4.2932
O8 0.1654 -5.4632 1.2220
H26 -5.1592 2.2723 -2.9441
O9 -5.1309 1.3277 -3.1131
H27 1.2975 6.9398 1.7012
H28 -2.9382 -6.6220 6.4956
C7 3.1614 5.6572 3.2309
O10 8.0311 2.2892 0.0928
H29 2.2222 8.9423 0.4953
C8 -0.8818 0.6508 5.5246
H30 3.6765 -2.9332 -0.2413
C9 3.9263 -5.1892 -2.8142
H31 7.5333 3.0513 0.3977
C10 6.6294 -1.0831 -4.5505
O11 0.7963 2.3156 4.7512
O12 -1.8960 -5.4874 3.0771
O13 -3.6528 -3.2561 -4.8160
H32 6.0165 -1.7508 -5.1559
H33 -2.7424 -0.8258 0.2002
O14 2.5713 5.0807 -0.2676
H34 -0.5817 -3.4348 -1.3448
C11 0.0269 1.8825 5.8174
O15 2.5515 -3.7770 -6.0816
H35 -4.2316 -2.2077 -3.1936
C12 -1.7436 0.1693 -4.2272
O16 -2.8721 -0.3417 -4.9312
H36 -2.2006 2.8302 3.2785
O17 8.0164 -1.0781 -5.0012
O18 3.4378 1.5012 4.2888
H37 0.5578 -1.3949 1.9636
H38 -8.0062 5.0970 -0.4575
C13 2.9280 -3.7816 4.9695
C14 1.8696 -4.5573 4.0861
H39 -7.2287 1.3971 -3.1346
H40 -2.7225 -3.1335 -2.9942
O19 -1.8208 -2.5792 4.0738
H41 -1.4064 4.3891 1.5028
H42 1.5334 -5.4158 4.6676
H43 0.7015 1.6469 6.6404
O20 -1.4455 2.3105 -5.2176
C15 2.8550 -6.2173 -3.0978
H44 -1.6022 5.6991 2.4676
H45 3.7695 5.5421 4.1282
H46 -1.5287 3.2659 -5.1747
H47 1.1084 -1.7589 -5.4289
H48 3.0555 -5.6961 3.0437
H49 2.9454 -7.1442 -2.5314
C16 -6.7935 3.3089 1.0191
H50 -0.7776 -1.1052 4.7052
H51 7.7849 0.4217 -0.7880
C17 6.1272 1.7027 -1.3808
H52 -4.2203 1.2032 1.3479
C18 -0.1781 0.7100 1.6626
O21 6.3432 -2.4008 0.0342
C19 -4.7599 -0.1424 0.0704
O22 0.8968 0.1645 -2.4318
O23 3.7495 -3.9198 -3.5325
H53 0.8766 -4.1262 3.9588
O24 -5.5436 0.3482 -5.9056
C20 -6.3594 1.3059 -5.1546
H54 2.7068 0.4548 -3.5254
O25 -0.2359 4.2231 3.3247
O26 -2.7254 0.6783 -0.9296
H55 -6.4707 -0.1024 -3.4573
C21 -3.0583 -1.9005 3.8447
H56 2.7458 7.8885 3.2318
H57 -0.7863 -5.0655 -1.1630
H58 -3.6905 -4.1429 -0.8345
H59 -5.9838 2.3054 -5.3736
C22 -1.8969 -6.5888 3.9299
H60 1.6691 -4.6520 -3.2285
O27 -2.1618 -4.0058 -0.0304
H61 3.1476 -2.5884 2.4819
C23 -3.2076 -6.7414 4.6449
O28 1.0933 6.7649 2.6228
H62 0.9694 -5.5503 1.7392
C24 2.2625 6.9226 3.3784
C25 -1.4124 4.6303 2.5658
O29 0.6804 -2.6918 -3.7516
O30 1.6337 -5.5297 -2.8413
H63 2.4811 2.7239 2.1449
H64 0.8790 -0.1797 -1.5358
O31 -4.9666 4.0732 -2.4463
H65 2.8821 0.5697 -1.8899
C26 -1.8477 1.7231 -4.0137
H66 -3.1417 -4.0457 -5.0082
H67 -3.2734 1.1041 -1.5930
O32 3.3366 -2.6376 4.2487
H68 3.8304 7.1321 0.0064
H69 2.7312 0.2226 2.7406
O33 -4.3273 -3.9397 4.3268
H70 4.4558 0.5078 2.8253
H71 -4.0307 -6.3908 4.0223
C27 3.4836 0.9943 2.9036
O34 -0.1824 -0.6333 5.2922
H72 2.5523 4.7604 3.1170
H73 2.8698 5.9978 -2.1598
H74 -5.0334 4.1649 0.7719
O35 5.1311 2.6157 -0.9055
C28 2.1558 0.8259 -2.6612
O36 3.1598 1.6570 0.5474
H75 5.5932 -1.6806 1.8247
H76 -3.0016 -0.8447 4.1098
H77 6.1014 -0.1312 -4.6069
C29 -2.8704 4.6961 -1.3976
H78 -5.2889 -1.0925 0.1453
C30 -0.8503 -4.1531 -0.5702
H79 3.2533 5.4071 1.4528
C31 -3.9411 4.9999 -2.4920
C32 0.2850 -4.2185 0.5064
H80 -7.3633 1.2378 -5.5737
H81 0.4981 2.3739 -1.2891
H82 1.4145 2.6457 -3.6279
H83 0.6167 -3.9850 -6.8377
C33 2.3763 6.1198 -1.1956
H84 2.9719 -3.6683 -5.2254
H85 -2.8269 2.1499 -3.7967
O37 3.9446 5.7229 2.0392
H86 -1.6990 -7.4488 3.2901
H87 -1.0636 -6.4961 4.6264
C34 -7.3204 3.3749 -0.4143
H88 -7.1084 2.4142 1.5563
H89 -0.9497 -0.0641 -4.9365
H90 5.5260 -1.9537 -1.6639
H91 1.3436 6.3756 -1.4328
H92 2.0126 7.0262 4.4344
H93 -8.3907 3.1849 -0.4940
H94 0.3094 5.0096 3.3999
H95 -4.0535 -5.2618 -2.8291
H96 -1.7262 -0.4799 -3.3517
H97 3.2136 8.0153 -1.3463
H98 1.8576 -1.3219 0.3303
H99 7.0852 -2.5402 -3.0204
H100 8.0419 -1.7300 -5.7055
H101 -3.7084 -2.5246 5.7987
H102 -3.5626 5.0711 -3.5117
C35 0.5313 -2.6376 -5.1408
H103 4.2003 2.7841 1.9146
H104 4.0907 -2.3038 4.7400
O38 -5.3852 3.3377 1.1090
H105 4.9010 -0.9791 0.3860
O39 2.3951 -5.0333 2.8289
H106 -1.9078 5.1402 -1.6511
H107 3.7279 -4.5013 5.1434
H108 -4.7691 0.0906 -5.4002
H109 2.7732 -6.5728 -4.1250
H110 4.8414 -5.6819 -3.1430
O40 -4.5741 0.3111 1.3243
H111 0.6503 -1.8349 -3.3199
H112 -2.7977 3.6117 -1.3146
C36 3.3405 2.1161 1.8619
C37 -2.5271 3.8654 3.1788
H113 -0.6029 2.7149 6.1315
H114 -1.2056 -5.4944 2.4100
C38 -4.0541 -2.6212 4.7695
H115 -3.3840 -7.8004 4.8332
H116 -1.4278 0.8492 4.6023
H117 -0.7152 -1.1938 0.7585
H118 -3.3817 3.9093 2.5036
H119 -3.3963 6.1226 -0.2989
H120 -3.5112 -1.2030 -1.3461
H121 -1.8965 -3.4384 3.6523
C39 -6.3573 0.9680 -3.6291
H122 -2.2517 -4.6853 0.6418
H123 -3.3514 -2.0599 2.8070
O41 -0.5702 1.5662 0.5821
O42 -2.8436 4.4128 4.4602
H124 2.2606 4.3086 -0.7462
C40 -3.4284 -0.4523 -0.5601
H125 0.8598 -4.7041 -5.2609
H126 -6.7837 2.7731 -1.1478
H127 4.0034 -5.1537 -1.7276
C41 1.1378 -3.8577 -5.8889
C42 -3.7345 -3.1558 -3.3985
O43 -3.1737 -5.9576 5.8438
H128 5.6713 0.8138 -1.8169
C43 2.9065 7.3782 -0.5169
O44 1.2540 2.9000 -1.5597
C44 6.6365 -1.5482 -3.0726
H129 -7.3014 4.0561 1.6288
H130 -3.6710 4.0228 4.7520
H131 4.3374 -3.2146 -3.2520
H132 4.2360 -3.8677 1.1865

Atomic forces in eV per Å
0.5 0.0 0.0
0.3 -0.3 -0.4
-0.1 0.2 0.4
-0.4 0.1 0.1
0.2 -0.6 -1.5
-0.2 -0.6 0.3
0.2 -0.1 -0.1
-0.1 0.3 0.4
-0.6 0.9 0.0
-0.4 -0.9 -0.1
0.5 -0.2 -0.2
-0.6 0.3 0.3
0.5 -0.4 0.2
-1.7 1.0 1.5
-0.5 -0.5 -0.5
-1.4 1.2 0.7
-0.3 -0.3 -0.7
-0.5 0.4 -0.5
-1.1 -1.0 -0.3
-0.4 -0.2 0.0
-0.1 0.3 -0.4
0.5 2.8 -1.0
-0.3 0.5 -0.1
0.0 0.1 -0.3
0.0 0.1 -0.4
-0.5 1.0 -0.2
-0.1 0.4 -0.5
-0.3 0.7 0.1
0.6 0.1 -0.4
-0.4 1.4 1.0
-0.3 0.2 0.1
-0.1 -0.5 -0.6
-0.5 -0.2 -0.4
0.0 -0.2 0.1
0.0 -0.3 -0.3
-0.2 -0.8 0.1
0.3 0.6 -0.1
0.1 0.6 -0.9
-0.4 0.3 -0.6
0.3 0.6 0.0
1.0 0.2 1.3
0.2 0.3 -0.4
0.0 0.5 0.6
0.2 1.4 0.2
1.0 -0.1 -0.7
0.2 -0.1 -0.1
1.1 -1.0 -0.3
-0.1 -0.2 -0.1
1.5 -0.6 -0.9
-0.5 -0.2 -0.1
0.5 -0.4 1.1
0.4 -0.6 -0.4
-1.1 1.8 0.1
-0.3 -0.3 0.4
0.1 -0.3 0.1
-0.6 -0.9 0.3
-0.5 -0.1 -0.9
-0.5 0.8 0.5
-0.5 -1.4 1.0
-1.1 0.0 -0.7
0.0 0.0 0.0
-1.1 0.1 -0.6
-1.2 0.5 -0.4
0.0 -0.3 0.0
-1.5 0.3 0.2
0.5 -0.7 -2.0
0.0 0.3 0.2
0.3 0.6 -0.2
-1.7 -0.8 -1.4
0.1 -0.5 1.5
0.0 0.6 0.2
0.3 0.4 0.2
0.6 0.9 -0.2
0.8 -0.8 -0.1
0.5 -0.4 0.3
0.0 -0.1 0.1
0.8 0.3 -0.9
-1.4 1.8 -1.1
0.3 0.3 1.1
0.3 0.0 -0.2
-0.1 0.0 0.1
-0.6 0.3 -0.9
0.1 -0.1 -0.1
0.0 0.4 0.7
-0.4 -1.3 0.2
0.1 -0.7 -0.1
0.2 0.3 0.0
0.3 0.0 0.0
-0.1 0.3 -0.3
0.8 -0.1 -0.8
-0.4 0.2 -0.1
0.0 -1.3 -1.6
0.6 0.2 -1.4
-0.9 -2.3 0.6
0.5 1.1 -0.6
-1.5 0.8 0.3
0.6 -1.9 -0.1
-0.7 0.1 -0.7
-0.9 1.1 -1.2
0.3 1.6 -1.1
0.0 -0.2 -0.4
-0.7 -1.7 0.8
0.5 -0.2 -0.8
0.0 -0.5 0.2
0.5 0.1 0.0
0.1 0.2 0.4
0.8 -0.7 -1.2
0.1 0.4 -0.1
0.8 0.5 0.0
-0.2 0.2 0.7
0.2 0.2 -0.4
-0.8 -0.1 0.5
0.4 0.0 0.3
0.5 -1.1 1.0
0.3 -0.6 -0.1
0.3 -1.7 1.4
-0.9 -1.1 0.9
-0.2 0.1 0.1
0.1 -0.1 0.7
-0.7 -0.7 -0.2
-0.2 0.2 0.7
0.0 -1.2 0.3
0.1 -0.1 -0.2
0.0 0.5 -0.5
0.5 -0.4 0.3
0.0 -0.2 0.1
-0.2 0.0 0.1
0.5 0.4 0.4
0.1 0.0 -0.2
0.1 0.1 -0.1
0.3 0.5 1.2
0.1 1.9 0.2
-0.4 0.1 0.6
0.4 -0.4 0.1
0.2 0.4 -0.2
1.8 0.4 -0.6
-0.3 0.5 0.9
-0.2 -0.5 0.1
-0.2 -0.2 0.2
0.3 0.0 -0.1
0.6 0.5 -0.2
-0.9 -0.1 -1.4
-0.2 -0.1 0.0
1.8 -0.9 0.0
0.6 -0.1 -1.4
1.3 0.6 0.2
-1.2 0.4 -0.1
-0.1 -0.1 0.0
-0.3 -0.4 0.1
-0.7 -0.3 -0.1
0.4 0.2 -0.1
0.0 1.9 1.3
0.1 -0.2 0.5
-0.5 -0.9 0.3
-0.4 -0.1 0.9
-0.1 -0.5 0.2
0.0 -0.2 0.5
-0.7 -1.3 1.0
0.2 -0.5 -0.4
0.9 0.5 0.7
-0.4 -0.3 0.7
-0.6 -0.6 0.1
-0.6 -0.4 0.2
0.0 -1.2 0.4
0.4 0.4 -0.1
0.4 -0.1 -0.7
0.8 0.8 0.6
-0.3 0.7 0.1
0.4 -0.1 0.4
0.7 -0.1 -0.4
0.3 0.1 -0.1
0.4 -0.5 0.1
0.4 -0.6 0.0
0.6 0.2 -0.8
0.1 -0.1 -0.2
0.1 0.6 -0.2
-0.2 -0.1 0.1
0.1 0.1 -0.1
-0.1 0.6 0.6
0.2 -0.1 0.0
0.4 0.1 -0.1
0.6 0.3 0.3
0.7 0.2 -0.4
0.5 0.3 -0.1
0.0 0.9 3.1
0.1 0.6 -0.3
0.3 0.0 0.0
0.3 0.5 1.5
-0.7 0.4 0.1
-0.4 -0.1 0.3
0.8 -0.5 -0.2
-1.1 1.2 -0.6
0.0 0.0 0.3
-0.4 0.3 0.1
-0.3 -0.1 0.2
-0.2 -0.1 0.1
-0.1 0.3 0.5
0.0 0.1 -0.3
0.0 -0.5 -0.1
-0.8 -0.4 -2.0
-0.2 -0.2 0.3
-0.2 0.4 -0.1
0.7 -0.2 0.4
0.0 -0.1 -0.1
-0.3 -1.1 0.4
0.3 -1.2 0.7
0.1 -0.5 0.0
0.1 -0.4 0.4
-0.2 0.9 0.1
0.0 0.7 1.4
0.3 0.1 1.0
-0.3 -0.9 0.1
-0.1 -0.1 -0.1
1.3 0.2 -0.9
0.4 -0.1 -0.3
0.7 -1.3 -1.3
0.2 0.8 -0.2
0.0 0.0 0.1
0.6 0.3 0.6
0.2 -0.1 -0.2

Gap between HOMO and LUMO ... 8.90 eV
Highest occupied orbital energy ... -9.240 eV
Spin multiplicity ... 1
Max |F| ... 3.25 eV Å⁻¹
Relative energy (zero: lowest compared OMol25 entry of this formula, charge and spin) ... 2.546 eV
Total energy ... -137847.8461 eV

=====

Molecular formula: C44H27ClN13O4SY
Method: DFT, wB97M-V/def2-TZVPD

Geometry (Å):
N1 -2.0197 -2.2457 1.8358
C1 1.3322 4.4041 1.4737
C2 -1.9232 3.0574 -1.5109
H1 2.0349 -2.1502 1.0221
C3 -2.1601 1.2441 -2.7824
Y1 -0.3270 0.5675 -0.1267
H2 1.5864 -5.9545 3.5747
H3 0.2245 0.1949 2.8489
C4 -4.8643 4.3556 -3.5400
C5 1.4708 -3.2073 -4.2066
C6 -3.0566 3.3246 -2.4166
C7 5.0422 -1.5722 -0.3104
C8 -2.8947 1.1813 1.8227
H4 2.4809 -4.2950 -0.2938
C9 -4.4621 -0.7677 4.1378
H5 -1.2028 6.5296 0.6708
C10 0.4424 6.9524 2.0117
Cl1 -2.9721 -3.7092 3.8857
C11 -2.8642 -0.2994 2.0857
C12 -0.4251 -1.7098 -4.0486
H6 0.1566 -4.0813 4.1726
C13 5.2084 0.6248 1.4823
H7 5.2729 1.4715 2.1535
C14 2.0570 -5.2484 1.5465
C15 -0.3930 -3.3507 -5.7574
H8 -5.8058 3.1962 -5.0741
C16 0.1692 4.8902 0.8832
N2 -1.4506 -4.4758 1.3517
N3 2.0059 0.4771 -0.2808
C17 -3.2134 2.1879 -3.2020
S1 -0.0931 -2.5471 -0.0965
H9 2.1629 7.1083 3.2786
C18 -4.1881 2.1132 -4.1776
N4 -1.4746 1.7852 -1.7254
C19 1.4253 -5.1500 2.8683
C20 -2.8383 -2.3295 2.9180
C21 -5.0207 3.2165 -4.3293
C22 -3.4481 -1.0990 3.0896
C23 4.0539 0.4091 0.7185
H10 7.0056 -2.0344 0.3790
H11 2.4361 -3.5413 -3.8489
C24 0.6514 -4.1220 3.2089
C25 1.9954 -4.2449 0.6741
H12 -5.5323 5.1941 -3.6877
C26 1.5222 3.0419 0.9579
C27 -1.0443 -2.2943 -5.1451
C28 0.8498 -3.7999 -5.2925
N5 -1.4521 3.9711 -0.7030
H13 0.9928 -1.8726 3.8279
O1 -3.8442 1.8570 2.2099
C29 -0.2961 6.1686 1.1373
C30 6.1623 -1.3600 0.4579
C31 2.0783 5.1873 2.3375
C32 1.3098 -2.9640 1.0127
H14 -2.0483 -4.5895 0.5406
H15 1.3305 -4.6258 -5.8012
H16 2.5940 -6.1554 1.3002
H17 4.9794 -2.3985 -1.0072
C33 2.6824 -0.5919 -0.7976
C34 3.9722 -0.6789 -0.1723
H18 7.1497 -0.1333 1.9287
H19 0.1122 7.9560 2.2455
C35 -0.3497 3.8077 0.0400
N6 -2.0204 -0.9919 1.3467
H20 -4.2955 1.2289 -4.7913
C36 -3.8691 4.4300 -2.5719
H21 2.9870 4.8077 2.7858
C37 -0.9524 -3.1464 1.4272
H22 -3.7328 5.3088 -1.9565
H23 -0.8425 -3.8390 -6.6123
H24 -4.6407 1.0033 3.3422
C38 1.1596 -1.3073 -2.4478
O2 -5.0067 0.4343 4.0782
H25 -0.6937 -5.1457 1.2920
O3 -4.7763 -1.5737 4.9759
N7 2.2675 -1.4105 -1.7770
N8 0.4449 2.7405 0.1223
H26 1.6779 -0.3676 2.3527
N9 -1.9199 0.1276 -3.4114
C39 6.2456 -0.2674 1.3486
H27 -1.9997 -1.9299 -5.4988
C40 -0.8061 -0.5957 -3.1856
N10 2.5523 2.3016 1.2086
O4 -1.8511 1.5935 1.2220
N11 0.1167 -0.3976 -2.2447
C41 1.6124 6.4673 2.6018
C42 2.8129 1.1209 0.5932
N12 0.6772 -0.5549 2.3335
C43 0.8109 -2.1566 -3.5839
N13 0.3696 -1.7622 3.0379
C44 0.3864 -2.9937 2.2565

Atomic forces in eV per Å
0.0 0.0 0.0
0.0 0.0 0.0
-0.1 0.0 -0.1
0.0 0.0 0.0
0.0 0.3 0.2
-0.1 -0.7 0.5
0.0 0.0 0.0
0.0 0.0 0.1
0.0 0.0 0.0
0.0 0.0 0.0
0.0 -0.1 0.0
-0.1 0.0 0.0
0.0 0.0 0.0
0.0 0.0 0.0
0.0 -0.1 0.0
0.0 0.0 0.0
0.0 0.0 0.0
0.0 0.0 0.0
0.0 -0.1 0.0
0.0 0.0 0.0
0.0 0.0 0.0
-0.1 0.0 0.0
0.0 0.0 0.0
0.0 0.0 0.0
0.0 0.0 0.0
0.0 0.0 0.0
0.0 -0.1 0.0
0.0 0.1 -0.1
-0.1 0.0 -0.2
0.0 0.0 0.1
0.0 -0.1 -0.1
0.0 0.0 0.0
0.0 0.0 0.0
0.0 0.0 -0.1
0.0 0.0 0.0
0.0 0.1 0.0
0.0 0.0 0.0
0.0 0.0 0.0
0.1 -0.1 0.0
0.0 0.0 0.0
0.0 0.0 0.0
0.0 -0.1 0.0
0.0 0.0 0.0
0.0 0.0 0.0
-0.3 0.1 -0.1
0.0 0.0 0.0
0.0 0.0 0.0
0.0 0.0 0.0
0.0 0.0 0.0
0.0 0.0 0.1
0.0 0.0 0.0
0.0 0.0 0.0
0.0 0.0 0.0
0.0 0.1 0.0
0.0 0.0 0.0
0.0 0.0 0.0
0.0 0.0 0.0
0.0 0.0 0.0
-0.1 0.1 -0.1
0.1 0.0 0.1
0.0 0.0 0.0
0.0 0.0 0.0
-0.1 0.2 0.0
0.1 0.1 0.0
0.0 0.0 0.0
0.0 0.0 0.0
0.0 0.0 0.0
0.0 -0.1 0.1
0.0 0.0 0.0
0.0 0.0 0.0
0.0 0.0 0.0
-0.2 0.1 -0.1
0.0 0.1 0.0
0.0 0.0 0.0
0.0 0.0 0.0
0.2 0.0 0.0
0.3 -0.1 0.0
0.0 0.0 0.0
0.0 -0.1 -0.1
0.0 0.0 0.0
0.0 0.0 0.0
0.0 0.0 -0.1
0.2 -0.2 0.0
-0.1 0.1 -0.1
0.2 0.0 0.1
0.0 0.0 0.0
-0.1 0.2 0.0
0.0 0.2 0.0
0.0 0.0 0.0
0.0 0.0 0.0
0.0 0.0 -0.1

Gap between HOMO and LUMO (spin up / spin down) ... 5.01 / 5.01 eV
Highest occupied orbital energy (spin up / spin down) ... -6.618 / -6.619 eV
Spin multiplicity ... 1
Max |F| ... 0.90 eV Å⁻¹
Relative energy (zero: lowest compared OMol25 entry of this formula, charge and spin) ... 2.264 eV
Total energy ... -98035.0395 eV